Entry from the Open Molecules 2025 dataset: a structure of composition C32H84BrO32PbS10 (ωB97M-V/def2-TZVPD).

Properties
LUMO   1.6 eV
Total charge   -1
HOMO   -3.6534 eV

Element x y z (Å)
Pb: -34.52 13.83 0.78
Br: -35.78 11.63 2.09
O: -35.94 15.41 -0.89
C: -34.85 16.32 -1.16
C: -33.33 15.91 -1.33
O: -32.61 15.31 -0.28
H: -34.87 17.10 -0.40
H: -35.15 16.94 -2.01
H: -32.82 16.86 -1.45
H: -33.07 15.38 -2.24
O: -31.91 10.42 -0.71
S: -31.58 11.53 0.26
O: -32.58 12.24 1.03
O: -30.34 11.07 1.31
C: -29.22 10.30 0.75
C: -29.34 8.71 0.96
C: -30.62 12.78 -0.90
H: -28.25 10.47 1.20
H: -28.98 10.66 -0.25
H: -28.57 8.26 0.33
H: -30.38 8.48 0.74
H: -29.17 8.53 2.02
H: -30.15 13.51 -0.24
H: -31.19 13.45 -1.54
H: -29.93 12.18 -1.49
O: -38.91 6.24 1.54
S: -38.93 7.03 2.73
O: -40.13 7.73 3.23
O: -38.43 6.00 3.99
C: -38.04 4.69 3.59
C: -37.71 3.89 4.89
C: -37.49 8.12 2.73
H: -37.21 4.94 2.94
H: -38.85 4.31 2.97
H: -38.20 2.92 4.82
H: -38.19 4.40 5.72
H: -36.67 3.95 5.21
H: -37.40 8.62 3.69
H: -37.32 8.76 1.86
H: -36.58 7.53 2.78
O: -30.51 10.22 6.62
S: -31.13 11.27 5.79
O: -32.17 12.14 6.32
O: -29.98 12.22 5.18
C: -28.76 11.48 4.85
C: -27.69 11.82 5.88
C: -31.78 10.58 4.20
H: -28.34 11.91 3.94
H: -28.96 10.42 4.70
H: -28.21 12.02 6.82
H: -27.22 12.69 5.42
H: -26.93 11.05 6.00
H: -31.95 11.42 3.53
H: -32.62 9.89 4.31
H: -30.93 10.03 3.79
O: -34.54 12.69 -1.35
S: -35.13 11.92 -2.47
O: -35.85 12.56 -3.60
O: -33.99 10.97 -3.09
C: -33.57 11.13 -4.46
C: -32.28 10.40 -4.61
C: -36.24 10.54 -1.92
H: -33.30 12.15 -4.73
H: -34.36 10.84 -5.14
H: -32.41 9.31 -4.64
H: -31.62 10.68 -3.79
H: -31.70 10.60 -5.51
H: -35.62 9.67 -1.72
H: -36.98 10.53 -2.72
H: -36.55 10.90 -0.94
O: -40.32 14.91 -0.58
S: -40.22 14.12 -1.81
O: -40.99 12.90 -1.98
O: -40.37 15.14 -3.11
C: -39.99 16.53 -3.07
C: -40.91 17.22 -4.11
C: -38.41 13.71 -2.12
H: -38.94 16.75 -3.26
H: -40.30 16.90 -2.09
H: -40.70 18.28 -4.06
H: -41.99 17.23 -4.01
H: -40.60 16.91 -5.11
H: -37.95 14.69 -1.99
H: -38.24 13.11 -3.01
H: -38.02 13.20 -1.24
O: -43.55 10.76 1.49
S: -42.58 11.82 1.68
O: -42.56 12.44 3.05
O: -41.12 11.30 1.12
C: -41.13 9.88 0.61
C: -39.78 9.69 -0.10
C: -42.94 13.17 0.47
H: -41.88 9.54 -0.10
H: -41.17 9.32 1.54
H: -39.70 8.63 -0.32
H: -38.93 9.98 0.52
H: -39.65 10.20 -1.05
H: -42.20 13.96 0.43
H: -43.97 13.53 0.56
H: -43.06 12.72 -0.52
O: -38.15 9.51 6.35
S: -38.94 10.77 6.53
O: -39.95 10.84 7.54
O: -37.93 12.03 6.57
C: -36.80 12.11 5.71
C: -35.57 12.39 6.65
C: -39.80 11.06 4.96
H: -36.85 13.00 5.07
H: -36.61 11.37 4.93
H: -35.61 13.27 7.28
H: -34.65 12.40 6.05
H: -35.50 11.49 7.26
H: -40.32 12.02 5.03
H: -40.41 10.17 4.85
H: -39.08 11.03 4.15
O: -32.15 6.41 2.60
S: -33.54 6.83 2.52
O: -34.58 5.77 2.37
O: -33.93 7.82 3.83
C: -34.45 7.16 5.00
C: -33.35 6.86 6.06
C: -33.72 8.13 1.22
H: -35.02 6.28 4.72
H: -35.16 7.90 5.38
H: -32.65 6.08 5.74
H: -33.77 6.46 6.98
H: -33.02 7.83 6.42
H: -32.95 8.87 1.43
H: -34.72 8.48 0.94
H: -33.40 7.55 0.36
O: -38.36 16.67 2.19
S: -37.85 15.33 2.68
O: -36.48 14.97 2.25
O: -37.85 15.34 4.38
C: -39.01 15.92 5.04
C: -39.69 14.93 5.95
C: -39.09 13.97 2.45
H: -39.70 16.33 4.31
H: -38.70 16.81 5.58
H: -39.75 14.01 5.36
H: -40.68 15.20 6.32
H: -38.97 14.65 6.72
H: -40.06 14.36 2.76
H: -38.90 13.11 3.09
H: -39.12 13.72 1.38
O: -34.28 17.62 3.73
S: -33.83 16.22 3.89
O: -33.89 15.25 2.77
O: -32.36 16.19 4.50
C: -31.59 14.99 4.49
C: -30.55 15.12 3.47
C: -34.68 15.47 5.34
H: -32.03 14.00 4.58
H: -30.97 15.10 5.37
H: -30.37 16.17 3.24
H: -30.97 14.65 2.57
H: -29.67 14.53 3.72
H: -34.26 16.06 6.16
H: -34.27 14.46 5.40
H: -35.76 15.57 5.24

Entry from the Open Molecules 2025 dataset: a cluster of 9 separate species, C32H84F6N7O13 in total (ωB97M-V/def2-TZVPD).

Properties
Energy above the lowest of the compared OMol25 structures with the same formula, charge and spin   259.92 kJ/mol
LUMO   -7.4 eV
Total charge   +3
HOMO   -12.9429 eV

Element x y z (Å)
C: 10.95 -4.00 8.90
C: 9.51 -3.47 8.64
C: 8.42 -4.26 9.50
O: 7.06 -3.73 9.34
C: 6.59 -4.15 8.05
N: 9.38 -1.98 8.96
H: 10.04 -1.40 8.46
H: 8.43 -1.66 8.87
H: 9.50 -1.73 9.93
H: 11.70 -3.41 8.37
H: 11.01 -5.02 8.55
H: 11.31 -3.95 9.93
H: 9.32 -3.50 7.56
H: 8.60 -4.08 10.56
H: 8.38 -5.32 9.27
H: 7.10 -3.72 7.19
H: 5.57 -3.82 7.90
H: 6.51 -5.22 7.86
C: 12.93 0.24 15.24
C: 13.33 -1.27 15.61
C: 12.22 -2.31 15.79
O: 11.62 -2.00 17.01
C: 10.22 -1.68 17.06
N: 14.45 -1.70 14.64
H: 14.14 -2.15 13.80
H: 14.98 -0.89 14.35
H: 15.01 -2.44 15.05
H: 12.22 0.68 15.94
H: 12.35 0.23 14.31
H: 13.75 0.90 14.96
H: 13.83 -1.18 16.58
H: 12.67 -3.30 15.82
H: 11.58 -2.35 14.90
H: 10.02 -0.77 16.48
H: 9.96 -1.33 18.06
H: 9.69 -2.54 16.64
C: 14.79 -4.68 7.91
C: 15.44 -6.06 8.06
C: 16.75 -6.24 7.36
O: 17.29 -7.57 7.58
C: 18.42 -7.92 6.82
N: 15.89 -6.22 9.52
H: 16.36 -7.11 9.66
H: 16.42 -5.43 9.85
H: 15.11 -6.18 10.15
H: 13.93 -4.72 8.57
H: 14.41 -4.54 6.90
H: 15.54 -3.94 8.21
H: 14.68 -6.81 7.85
H: 17.45 -5.53 7.78
H: 16.77 -6.01 6.30
H: 18.75 -8.82 7.34
H: 19.25 -7.22 6.80
H: 18.15 -8.09 5.78
C: 10.68 -7.17 10.95
C: 10.47 -7.10 12.41
C: 9.95 -8.49 13.00
O: 11.04 -9.43 12.71
C: 10.62 -10.72 13.16
N: 11.74 -6.54 13.07
H: 11.62 -6.50 14.07
H: 12.53 -7.13 12.88
H: 12.07 -5.65 12.73
H: 11.06 -6.23 10.56
H: 9.69 -7.30 10.50
H: 11.24 -8.06 10.69
H: 9.71 -6.36 12.65
H: 9.03 -8.80 12.51
H: 9.78 -8.21 14.04
H: 11.46 -11.40 13.30
H: 9.76 -11.20 12.70
H: 10.30 -10.66 14.20
C: 18.35 0.98 10.05
C: 17.23 -0.09 9.77
C: 17.30 -0.91 8.39
O: 16.88 0.04 7.48
C: 16.82 -0.43 6.18
N: 17.22 -1.07 10.92
H: 16.85 -0.50 11.66
H: 16.69 -1.90 10.71
H: 18.11 -1.47 11.17
H: 19.37 0.62 9.90
H: 18.31 1.37 11.07
H: 18.30 1.80 9.33
H: 16.22 0.30 9.94
H: 16.59 -1.73 8.34
H: 18.35 -1.13 8.17
H: 16.19 0.25 5.61
H: 16.36 -1.42 6.10
H: 17.79 -0.60 5.70
C: 15.57 -5.89 14.56
C: 16.02 -6.74 15.77
C: 17.60 -6.67 16.01
O: 17.85 -7.58 17.09
C: 19.16 -7.63 17.69
N: 15.23 -6.56 17.03
H: 15.64 -7.15 17.74
H: 15.28 -5.61 17.37
H: 14.27 -6.84 16.88
H: 14.60 -6.19 14.18
H: 16.23 -6.03 13.70
H: 15.39 -4.86 14.84
H: 15.77 -7.77 15.54
H: 17.87 -5.63 16.19
H: 18.20 -7.04 15.18
H: 19.74 -6.74 17.46
H: 19.77 -8.35 17.14
H: 19.22 -7.80 18.76
N: 13.97 -3.96 11.87
O: 14.96 -3.30 11.61
O: 13.29 -3.89 12.85
O: 13.49 -4.73 11.01
C: 12.35 -0.27 7.83
O: 12.05 -0.37 9.24
O: 11.12 -0.46 7.21
C: 13.12 1.08 7.57
F: 13.91 1.00 6.54
F: 12.34 2.17 7.49
F: 13.97 1.37 8.58
C: 13.00 -1.07 10.03
C: 12.96 -0.64 11.50
H: 13.46 -1.32 12.19
H: 13.45 0.32 11.66
H: 11.97 -0.54 11.93
H: 14.06 -0.95 9.79
H: 12.77 -2.13 9.93
H: 13.07 -1.04 7.54
C: 16.49 -3.03 17.43
O: 16.82 -3.28 16.05
O: 15.10 -3.32 17.56
C: 17.65 -3.39 18.44
F: 17.76 -4.75 18.57
F: 18.84 -2.94 18.11
F: 17.34 -2.89 19.65
C: 17.95 -2.61 15.48
C: 17.93 -3.03 14.02
H: 17.02 -2.69 13.54
H: 18.80 -2.54 13.57
H: 17.79 -4.09 13.82
H: 18.95 -2.97 15.74
H: 18.01 -1.52 15.51
H: 16.62 -1.96 17.61

Entry from the Open Molecules 2025 dataset: a cluster of 9 separate species, C32H84F6N7O13 in total (ωB97M-V/def2-TZVPD).

Properties
Energy above the lowest of the compared OMol25 structures with the same formula, charge and spin   205.34 kJ/mol
LUMO   -7.5 eV
Total charge   +3
HOMO   -10.0323 eV

Element x y z (Å)
C: -3.38 3.16 -3.90
C: -3.64 2.22 -5.06
C: -2.66 1.09 -5.23
O: -2.95 0.38 -6.41
C: -3.00 -1.04 -6.29
N: -5.05 1.67 -4.90
H: -5.83 2.29 -5.11
H: -5.13 0.75 -5.36
H: -5.18 1.32 -3.94
H: -4.22 3.81 -3.66
H: -2.48 3.77 -3.94
H: -3.24 2.56 -3.00
H: -3.65 2.83 -5.96
H: -2.77 0.41 -4.38
H: -1.65 1.50 -5.28
H: -2.22 -1.30 -5.57
H: -2.77 -1.50 -7.24
H: -3.98 -1.41 -5.95
C: -1.41 -3.59 -3.84
C: -0.69 -4.32 -2.71
C: 0.67 -3.77 -2.33
O: 1.02 -4.25 -1.07
C: 2.40 -3.96 -0.83
N: -1.58 -4.24 -1.48
H: -1.08 -3.93 -0.63
H: -2.33 -3.57 -1.65
H: -1.92 -5.17 -1.24
H: -0.76 -3.59 -4.72
H: -1.59 -2.54 -3.60
H: -2.35 -4.06 -4.13
H: -0.61 -5.38 -2.93
H: 0.69 -2.68 -2.54
H: 1.43 -4.08 -3.06
H: 2.52 -2.88 -0.94
H: 3.10 -4.54 -1.44
H: 2.63 -4.13 0.22
C: -3.36 4.98 -0.51
C: -4.44 4.45 0.44
C: -5.43 3.49 -0.21
O: -6.66 3.54 0.47
C: -7.62 2.71 -0.18
N: -3.64 3.64 1.49
H: -3.22 2.82 1.01
H: -2.89 4.14 1.97
H: -4.26 3.28 2.22
H: -2.73 4.15 -0.83
H: -2.75 5.78 -0.10
H: -3.87 5.36 -1.39
H: -4.91 5.29 0.96
H: -4.96 2.50 -0.25
H: -5.61 3.93 -1.20
H: -7.99 3.30 -1.02
H: -8.49 2.52 0.45
H: -7.29 1.75 -0.58
C: -2.90 -0.97 2.97
C: -3.81 -1.52 1.91
C: -4.97 -2.33 2.47
O: -5.79 -2.66 1.39
C: -6.51 -3.90 1.58
N: -4.45 -0.34 1.21
H: -4.85 -0.65 0.33
H: -5.12 0.14 1.82
H: -3.75 0.40 1.02
H: -2.19 -0.25 2.53
H: -2.31 -1.76 3.43
H: -3.40 -0.27 3.65
H: -3.24 -2.07 1.17
H: -5.43 -1.72 3.27
H: -4.63 -3.21 3.02
H: -5.86 -4.72 1.88
H: -6.93 -4.15 0.60
H: -7.31 -3.81 2.31
C: 4.27 -1.94 4.47
C: 5.82 -1.94 4.38
C: 6.45 -0.55 4.20
O: 7.83 -0.68 4.41
C: 8.57 0.36 3.79
N: 6.48 -2.60 5.58
H: 7.45 -2.91 5.44
H: 6.44 -2.04 6.43
H: 5.99 -3.47 5.81
H: 3.94 -1.57 3.50
H: 3.90 -1.21 5.20
H: 3.93 -2.93 4.74
H: 6.03 -2.58 3.52
H: 5.90 0.14 4.86
H: 6.32 -0.21 3.17
H: 8.33 1.27 4.36
H: 8.33 0.65 2.76
H: 9.65 0.21 3.84
C: 3.10 1.61 2.62
C: 2.18 2.77 2.23
C: 2.36 3.17 0.80
O: 1.22 3.81 0.32
C: 1.29 4.10 -1.09
N: 0.73 2.34 2.47
H: 0.15 3.18 2.40
H: 0.37 1.70 1.75
H: 0.56 1.96 3.40
H: 3.28 0.85 1.86
H: 2.60 1.06 3.43
H: 4.08 1.85 3.02
H: 2.30 3.57 2.96
H: 2.51 2.26 0.18
H: 3.31 3.68 0.61
H: 2.03 4.90 -1.17
H: 0.31 4.41 -1.43
H: 1.55 3.19 -1.64
N: -2.14 -4.62 2.40
O: -2.15 -4.17 3.56
O: -1.17 -4.50 1.62
O: -3.17 -5.21 1.96
C: 6.00 -0.65 -1.96
O: 7.12 0.23 -1.88
O: 6.40 -1.84 -2.37
C: 5.18 -0.69 -0.61
F: 4.86 -1.97 -0.25
F: 5.80 -0.17 0.50
F: 3.96 0.00 -0.68
C: 6.83 1.62 -1.75
C: 8.13 2.36 -1.97
H: 7.98 3.35 -1.54
H: 8.88 1.85 -1.37
H: 8.49 2.36 -3.00
H: 6.53 1.78 -0.71
H: 6.08 2.08 -2.40
H: 5.26 -0.27 -2.69
C: -1.28 0.44 -0.21
O: -0.21 0.03 0.61
O: -2.00 1.34 0.54
C: -0.69 0.92 -1.58
F: -0.80 2.24 -1.83
F: 0.59 0.58 -1.68
F: -1.41 0.37 -2.65
C: 0.13 -1.36 0.76
C: 1.49 -1.48 1.44
H: 2.19 -0.88 0.85
H: 1.46 -1.23 2.50
H: 1.67 -2.54 1.29
H: 0.18 -1.75 -0.26
H: -0.59 -1.85 1.42
H: -1.92 -0.44 -0.41